Entry 1:
3 unconnected molecules or ions with the total composition C3H12NO, computed with the ωB97M-V functional and the def2-TZVPD basis.

Each line ends with the natural charge from an NBO analysis.
CARTESIAN COORDINATES (ANGSTROEM)
C1 1.55617 2.10496 0.99538  -0.485
C2 0.19745 2.28466 1.64879  -0.624
N1 -0.54172 -2.48646 -0.49030  -0.371
C3 -1.27120 -2.59785 -1.74713  -0.476
H1 1.33925 1.31249 0.19267  0.259
H2 2.40764 1.87720 1.63588  0.243
H3 1.90067 2.89489 0.31438  0.243
H4 0.08430 1.54586 2.44994  0.225
H5 -0.63880 2.04577 0.98723  0.228
H6 0.05769 3.30804 1.97933  0.259
H7 -1.04506 -2.96708 0.25650  0.393
H8 -1.80022 -3.54587 -1.77034  0.246
H9 -1.91884 -1.72466 -1.87648  0.275
H10 -0.53175 -2.60287 -2.56971  0.257
H11 -0.40415 -1.43530 -0.24987  0.379
H12 0.38888 0.09513 -1.35033  0.481
O1 0.21970 -0.10891 -0.40593  -0.533

Summary:
Total charge ... +1
Energy above the lowest of the compared OMol25 structures with the same formula, charge and spin ... 811.23 kJ/mol

***

Entry 2:
3 unconnected molecules or ions with the total composition C3H12NO, computed with the ωB97M-V functional and the def2-TZVPD basis.

Each line ends with the natural charge from an NBO analysis.
CARTESIAN COORDINATES (ANGSTROEM)
C1 -0.45847 -0.62601 2.55359  -0.449
C2 -0.77621 0.83530 2.46871  -0.634
N1 0.61995 0.67769 -2.21590  -0.469
C3 1.37671 -0.13558 -3.11917  -0.460
H1 -1.18969 -1.16575 3.15926  0.246
H2 -0.43327 -1.11538 1.50476  0.285
H3 0.50349 -0.87540 3.00944  0.254
H4 -1.82476 0.98515 2.20871  0.225
H5 -0.59293 1.43061 3.36563  0.273
H6 -0.19840 1.27045 1.64848  0.230
H7 -0.01450 1.33947 -2.66318  0.398
H8 0.83149 -0.59485 -3.95055  0.255
H9 1.92347 -0.87626 -2.54050  0.233
H10 2.14372 0.54467 -3.52662  0.270
H11 0.18010 0.15288 -1.44806  0.394
H12 -1.48717 -1.10424 -0.33623  0.486
O1 -0.60350 -0.74273 -0.11838  -0.536

Summary:
Total charge ... +1
Energy above the lowest of the compared OMol25 structures with the same formula, charge and spin ... 757.80 kJ/mol

***

Entry 3:
3 unconnected molecules or ions with the total composition C3H12NO2, computed with the ωB97M-V functional and the def2-TZVPD basis.

Each line ends with the natural charge from an NBO analysis.
CARTESIAN COORDINATES (ANGSTROEM)
C1 -0.79572 1.63845 -1.94604  -0.611
C2 -0.03926 1.27709 -0.66928  -0.217
C3 0.57150 -1.08833 -0.29918  -0.319
N1 -0.38035 -0.08937 -0.25614  -0.606
H1 -1.82862 1.33168 -1.83871  0.211
H2 -0.30771 1.11668 -2.76676  0.209
H3 -0.71677 2.71226 -2.13496  0.199
H4 -0.20082 1.88587 0.22284  0.184
H5 1.03428 1.22612 -0.84932  0.188
H6 0.31563 -1.94024 0.30958  0.169
H7 1.48054 -1.00716 -0.86119  0.174
H8 -1.13480 -0.20858 0.40399  0.406
H9 3.64740 -2.43718 0.75356  0.464
H10 2.92363 -1.98747 1.99584  0.466
O1 2.76717 -2.21585 1.07152  -0.928
H11 -2.60109 -0.82487 2.20899  0.475
H12 -2.44158 0.56311 2.72776  0.478
O2 -2.29342 0.04779 1.92749  -0.941

Summary:
Total charge ... 0
2S+1 ... 2
Energy above the lowest of the compared OMol25 structures with the same formula, charge and spin ... 48.56 kJ/mol
<S²> ... 0.754

***

Entry 4:
2 unconnected molecules or ions with the total composition C3H12NO2, computed with the ωB97M-V functional and the def2-TZVPD basis.

Each line ends with the natural charge from an NBO analysis.
CARTESIAN COORDINATES (ANGSTROEM)
C1 0.62795 0.26360 -0.86549  -0.098
O1 0.78448 -0.15659 -2.24479  -0.721
C2 -0.46391 -0.62457 -0.14193  -0.069
C3 -0.78615 -0.09664 1.26759  -0.657
N1 -1.75895 -0.52021 -0.96541  -0.700
H1 1.61877 -0.05119 -0.43699  0.199
H2 0.48728 1.35229 -0.87769  0.218
H3 1.26733 -1.05428 -2.20602  0.482
H4 -0.12610 -1.69154 -0.15014  0.230
H5 0.17780 -0.10792 1.93545  0.290
H6 -1.55502 -0.63299 1.78221  0.233
H7 -1.13498 0.96746 1.12336  0.226
H8 -1.71434 0.38412 -1.57407  0.469
H9 -1.89066 -1.19727 -1.72931  0.450
H10 -2.51352 -0.67827 -0.35634  0.442
H11 2.48556 0.53566 1.73064  0.454
H12 2.39781 1.96280 1.49739  0.470
O2 2.09666 1.34554 2.21156  -0.916

Summary:
Total charge ... +1
Energy above the lowest of the compared OMol25 structures with the same formula, charge and spin ... 179.76 kJ/mol

***

Entry 5:
2 unconnected molecules or ions with the total composition C3H12NO2, computed with the ωB97M-V functional and the def2-TZVPD basis.

Each line ends with the natural charge from an NBO analysis.
CARTESIAN COORDINATES (ANGSTROEM)
C1 -1.84543 0.23964 0.08218  -0.095
O1 -1.67007 0.23637 -1.39526  -0.744
C2 -0.34116 0.35841 0.57255  -0.075
C3 -0.16942 0.26138 2.09130  -0.653
N1 0.30878 -0.74427 -0.09923  -0.729
H1 -2.39082 1.00390 0.71560  0.230
H2 -2.20933 -0.78044 0.35904  0.184
H3 -2.35503 0.74460 -1.77158  0.501
H4 0.15382 1.23450 0.09518  0.223
H5 0.90617 0.17559 2.41404  0.248
H6 -0.62058 -0.73840 2.35584  0.212
H7 -0.73739 1.07526 2.72614  0.275
H8 1.48744 -0.70740 -0.10928  0.496
H9 0.10488 -1.57036 0.50328  0.424
H10 0.01701 -1.05672 -1.03899  0.468
H11 2.59651 0.56024 -1.49656  0.488
H12 3.72803 -0.56511 -1.63616  0.518
O2 3.08181 -0.15167 -0.96700  -0.969

Summary:
Total charge ... +1
Energy above the lowest of the compared OMol25 structures with the same formula, charge and spin ... 152.94 kJ/mol

***

Entry 6:
3 unconnected molecules or ions with the total composition C3H12NO2S, computed with the ωB97M-V functional and the def2-TZVPD basis.

Each line ends with the natural charge from an NBO analysis.
CARTESIAN COORDINATES (ANGSTROEM)
C1 -0.64751 -2.02288 0.18053  -0.425
N1 -1.43074 -1.29608 1.18808  -0.646
C2 -0.64574 -0.70782 2.24322  -0.229
C3 0.42160 0.30586 1.82088  -0.529
S1 -0.39060 1.56663 0.67148  -0.766
H1 -1.23591 -2.14634 -0.72940  0.179
H2 -0.66509 -3.05802 0.55939  0.168
H3 0.35672 -1.68727 -0.07139  0.184
H4 -1.96681 -0.60845 0.67984  0.380
H5 -1.35147 -0.40754 3.00361  0.191
H6 -0.05884 -1.54416 2.66622  0.154
H7 1.18784 -0.11229 1.16674  0.181
H8 1.00130 0.83994 2.57350  0.197
H9 0.36421 -1.76003 -3.10873  0.469
H10 0.63164 -0.36989 -3.69007  0.482
O1 1.04889 -1.21766 -3.50642  -0.952
H11 2.11131 1.28556 -2.06059  0.452
H12 0.83008 1.69957 -1.35240  0.504
O2 1.47181 1.99532 -2.02410  -0.996

Summary:
Total charge ... -1
Energy above the lowest of the compared OMol25 structures with the same formula, charge and spin ... 114.56 kJ/mol

***

Entry 7:
3 unconnected molecules or ions with the total composition C3H12NO3, computed with the ωB97M-V functional and the def2-TZVPD basis.

Each line ends with the natural charge from an NBO analysis.
CARTESIAN COORDINATES (ANGSTROEM)
C1 -1.94100 0.16302 0.87444  -0.225
C2 -1.42304 0.34722 -0.73496  -0.458
C3 0.01450 0.83707 -0.53525  -0.047
O1 0.92432 0.13645 0.24361  -0.948
N1 -1.12259 -0.77024 1.73073  -0.884
H1 -2.91342 -0.31813 0.60523  0.178
H2 -1.77124 1.19057 1.31385  0.190
H3 -1.44210 -0.59425 -1.10779  0.190
H4 -1.99801 0.87738 -1.61614  0.183
H5 -0.10275 1.78975 0.02923  0.114
H6 0.45751 1.21469 -1.58330  0.104
H7 -0.24109 -0.22864 1.87779  0.387
H8 -0.71280 -1.60298 1.39043  0.374
H9 0.85145 -1.21933 -0.40862  0.499
H10 1.47052 -2.58917 -0.93344  0.438
O2 0.68254 -2.17142 -0.75017  -1.046
H11 3.76357 0.68669 -0.29980  0.437
H12 2.38102 0.89945 0.12992  0.502
O3 3.12259 1.35186 -0.22578  -0.989

Summary:
Total charge ... -1
Energy above the lowest of the compared OMol25 structures with the same formula, charge and spin ... 213.33 kJ/mol

***

Entry 8:
A molecular structure, C3H12NO3, computed with the ωB97M-V functional and the def2-TZVPD basis.

Each line ends with the natural charge from an NBO analysis.
CARTESIAN COORDINATES (ANGSTROEM)
C1 -1.67906 -0.52570 -0.03683  -0.434
N1 -1.44030 0.17804 1.19982  -0.651
C2 -0.63829 1.40731 0.95113  -0.252
C3 0.90607 1.10915 0.93934  -0.080
O1 1.23910 -0.18914 1.30921  -0.862
H1 -2.15559 -1.52000 0.03313  0.180
H2 -0.85958 -0.89698 -0.67496  0.193
H3 -2.35797 0.09919 -0.62447  0.167
H4 -0.80910 -0.34693 1.80472  0.381
H5 -0.90039 2.01451 1.82263  0.166
H6 -1.03819 1.91735 0.07614  0.166
H7 1.34002 1.73882 1.72881  0.132
H8 1.28064 1.40921 -0.05186  0.133
H9 1.95027 -2.25661 -0.36112  0.440
H10 1.46102 -0.70658 0.20852  0.493
O2 1.91710 -1.35549 -0.70069  -1.123
H11 1.13352 -1.18193 -2.18772  0.515
H12 0.06893 -0.09215 -2.52350  0.453
O3 0.58177 -0.80205 -2.91229  -1.016

Summary:
Total charge ... -1
Energy above the lowest of the compared OMol25 structures with the same formula, charge and spin ... 101.99 kJ/mol

***

Entry 9:
3 unconnected molecules or ions with the total composition C3H12NO3S, computed with the ωB97M-V functional and the def2-TZVPD basis.

Each line ends with the natural charge from an NBO analysis.
CARTESIAN COORDINATES (ANGSTROEM)
C1 0.11111 -0.54166 0.67691  -0.268
C2 -1.02718 -0.27657 1.70817  -0.474
S1 -0.39026 -0.39858 3.48820  -0.115
N1 -0.23686 0.40760 -0.56373  -0.738
C3 0.65372 0.75368 -1.72445  0.138
O1 0.29814 -0.11866 -2.65703  -0.956
H1 0.30333 -1.56051 0.39080  0.207
H2 1.15940 -0.23138 1.01000  0.205
H3 -1.45253 0.76598 1.55394  0.207
H4 -1.93015 -0.97610 1.62342  0.220
H5 -0.39710 -1.70674 3.83517  0.119
H6 -1.02423 0.00439 -1.05388  0.360
H7 1.71342 0.57424 -1.31170  0.077
H8 0.47037 1.82866 -1.99671  0.090
H9 0.54598 -1.79911 -2.05058  0.507
H10 1.77534 -2.08572 -2.81878  0.468
O2 1.26553 -2.50708 -2.02906  -1.022
H11 -0.25430 2.84531 0.05909  0.473
H12 -0.94987 2.02191 0.96117  0.466
O3 -0.63386 3.00035 0.89905  -0.965

Summary:
Total charge ... -1
Energy above the lowest of the compared OMol25 structures with the same formula, charge and spin ... 203.86 kJ/mol

***

Entry 10:
3 unconnected molecules or ions with the total composition C3H12NO4, computed with the ωB97M-V functional and the def2-TZVPD basis.

Each line ends with the natural charge from an NBO analysis.
CARTESIAN COORDINATES (ANGSTROEM)
C1 0.07066 0.88261 0.19703  -0.217
C2 -0.64801 1.20253 -1.11923  -0.546
C3 -1.12364 0.05280 -1.96327  0.807
O1 -2.02025 0.42807 -2.86697  -0.643
O2 -0.65295 -1.05616 -1.88628  -0.633
N1 1.04151 -0.27901 0.19705  -0.712
H1 0.73828 1.72575 0.39676  0.216
H2 -0.61039 0.87612 1.03254  0.238
H3 -0.00589 1.82466 -1.74895  0.259
H4 -1.49193 1.81706 -0.80930  0.269
H5 -2.40995 -0.37918 -3.24139  0.512
H6 1.57523 -0.24881 1.06663  0.451
H7 1.70882 -0.09140 -0.55105  0.425
H8 0.44808 -1.17953 0.08708  0.486
H9 1.88323 0.28706 3.97669  0.499
H10 1.70698 1.61207 3.14213  0.487
O3 1.44756 0.69116 3.22207  -0.980
H11 -0.67508 -2.92529 -0.48331  0.517
H12 -0.78819 -2.61324 1.05474  0.498
O4 -0.19407 -2.62727 0.29703  -0.933

Summary:
Total charge ... +1
Energy above the lowest of the compared OMol25 structures with the same formula, charge and spin ... 25.84 kJ/mol

***

Entry 11:
5 unconnected molecules or ions with the total composition C3H12NO7, computed with the ωB97M-V functional and the def2-TZVPD basis.

Each line ends with the natural charge from an NBO analysis.
CARTESIAN COORDINATES (ANGSTROEM)
O1 2.24046 -0.27118 -2.65817  -0.644
C1 1.24235 -0.16561 -1.93021  0.659
N1 0.79417 -1.24501 -1.25171  -0.671
C2 -0.10377 -1.29393 -0.12521  0.892
O2 -0.91297 -0.39318 0.14317  -0.793
O3 0.00329 -2.35598 0.54130  -0.779
C3 0.87749 1.24716 -1.65498  -0.756
H1 1.03362 -2.15867 -1.58811  0.419
H2 -0.11533 1.50304 -1.21240  0.254
H3 1.04685 1.78030 -2.56680  0.237
H4 1.26482 1.64530 -0.69775  0.256
H5 -2.26369 -0.53375 -1.61543  0.493
H6 -1.37538 0.28019 -2.61551  0.464
O4 -2.27146 0.09983 -2.35282  -0.958
H7 0.62526 -1.90674 2.00184  0.506
H8 1.93320 -1.20607 2.48486  0.458
O5 1.05457 -1.47885 2.79247  -0.990
H9 0.35822 0.28562 2.86125  0.503
H10 0.15753 1.80233 2.82917  0.451
O6 0.42078 1.10333 3.47076  -0.977
H11 -2.04150 0.31007 1.11919  0.506
H12 -1.61260 1.70054 0.81904  0.448
O7 -2.35592 1.25127 1.20606  -0.978

Summary:
Total charge ... -1
Energy above the lowest of the compared OMol25 structures with the same formula, charge and spin ... 8.31 kJ/mol

***

Entry 12:
2 unconnected molecules or ions with the total composition C3H12NOS, computed with the ωB97M-V functional and the def2-TZVPD basis.

Each line ends with the natural charge from an NBO analysis.
CARTESIAN COORDINATES (ANGSTROEM)
C1 -0.77791 0.49030 -1.34239  -0.631
C2 0.00130 -0.06717 -0.19675  -0.058
C3 -1.04150 -0.69845 0.76219  -0.546
S1 -0.43587 -1.64291 2.23742  -0.046
N1 0.95331 -1.16763 -0.68991  -0.691
H1 -1.41057 1.39051 -1.11968  0.280
H2 -1.52096 -0.31501 -1.47978  0.211
H3 -0.03790 0.50539 -2.21735  0.230
H4 0.64630 0.58077 0.36051  0.253
H5 -1.60766 0.21094 1.22299  0.270
H6 -1.66843 -1.34542 0.18701  0.224
H7 -1.20936 -2.76678 2.16053  0.168
H8 1.28537 -1.63721 0.18205  0.461
H9 0.32867 -1.78535 -1.13685  0.419
H10 1.70040 -1.01212 -1.37407  0.452
H11 1.57682 3.66767 0.30133  0.487
H12 1.62468 2.86097 1.52633  0.472
O1 1.59329 2.73149 0.61644  -0.954

Summary:
Total charge ... +1
Energy above the lowest of the compared OMol25 structures with the same formula, charge and spin ... 106.65 kJ/mol